1.
Below is a structure of composition C14H40BF3N3O8SV, with properties calculated with the ωB97M-V functional and the def2-TZVPD basis.

Results
total charge: -1
multiplicity: 2
LUMO level (spin up / spin down): 2.5 / 2.5 eV
HOMO level (spin up / spin down): -5.7 / -5.7 eV
Kohn-Sham gap (spin up / spin down): 8.11 / 8.19 eV

Geometry as XYZ:
```
71
Properties=species:S:1:pos:R:3:lowdin_charge:R:1
O 1.174 -0.275 -0.106 -0.271
V 0.474 0.980 0.534 0.936
B -0.755 1.535 -1.382 -0.395
H 0.216 2.108 -1.439 -0.030
H -1.402 1.877 -2.270 0.010
H -0.492 0.441 -1.428 -0.050
H -1.236 1.653 -0.366 -0.026
C 2.062 0.284 4.780 -0.668
F 2.223 -1.007 4.561 0.151
F 0.798 0.558 5.083 0.137
F 2.786 0.660 5.834 0.119
S 2.716 1.293 3.296 0.511
O 2.364 2.666 3.613 -0.332
O 4.154 1.082 3.291 -0.299
O 1.983 0.789 2.161 -0.351
C -1.851 -0.520 2.681 -0.302
O -1.111 0.003 1.657 -0.395
H -1.710 -1.605 2.840 0.065
H -1.677 -0.099 3.683 0.055
H -2.939 -0.440 2.515 0.053
C 0.659 5.324 1.144 -0.047
C 0.717 3.911 0.546 -0.392
C 2.181 3.586 0.284 -0.167
O 2.241 2.252 -0.239 -0.294
C 3.572 1.871 -0.603 -0.032
N 0.200 2.926 1.512 0.012
H -0.370 5.651 1.287 0.080
H 1.181 5.994 0.455 0.080
H 1.222 5.398 2.077 0.085
H 0.139 3.888 -0.373 0.127
H 2.810 3.748 1.165 0.134
H 2.562 4.205 -0.537 0.135
H 3.949 2.603 -1.319 0.094
H 3.490 0.853 -0.977 0.094
H 4.196 1.877 0.294 0.097
H 0.577 3.180 2.429 0.086
H -0.794 3.108 1.655 0.120
C -3.947 -1.603 -2.144 -0.064
C -3.370 -1.589 -0.748 -0.440
C -3.955 -2.715 0.125 -0.174
O -5.377 -2.650 0.175 -0.200
C -5.869 -1.550 0.904 -0.122
N -1.901 -1.567 -0.770 0.063
H -5.037 -1.575 -2.116 0.072
H -3.622 -2.499 -2.689 0.080
H -3.590 -0.802 -2.795 0.076
H -3.661 -0.594 -0.376 0.125
H -3.535 -2.757 1.133 0.115
H -3.729 -3.649 -0.393 0.127
H -6.957 -1.576 0.894 0.083
H -5.557 -0.605 0.451 0.077
H -5.492 -1.558 1.933 0.085
H -1.608 -0.706 -1.210 0.013
H -1.698 -1.350 0.212 0.051
C 2.640 -4.088 -1.402 -0.072
C 1.528 -3.068 -1.693 -0.443
C 1.631 -2.268 -2.979 -0.209
O 2.771 -1.459 -2.919 -0.170
C 2.815 -0.456 -3.877 -0.138
N 0.270 -3.836 -1.572 0.027
H 2.677 -4.894 -2.137 0.069
H 2.524 -4.455 -0.383 0.069
H 3.613 -3.587 -1.425 0.069
H 1.583 -2.369 -0.853 0.103
H 0.674 -1.765 -3.154 0.129
H 1.721 -3.021 -3.778 0.127
H 2.013 0.286 -3.744 0.091
H 2.684 -0.814 -4.908 0.084
H 3.750 0.103 -3.850 0.081
H 0.182 -4.182 -0.624 0.061
H -0.480 -3.141 -1.625 0.024
```

2.
Below is a structure of composition C14H16Cl16N2O, with properties calculated with the ωB97M-V functional and the def2-TZVPD basis.

Results
total charge: +1
multiplicity: 2
LUMO level (spin up / spin down): -3.4 / -7.7 eV
HOMO level (spin up / spin down): -10.6 / -10.2 eV
Kohn-Sham gap (spin up / spin down): 7.13 / 2.47 eV

Geometry as XYZ:
```
49
Properties=species:S:1:pos:R:3:lowdin_charge:R:1
N 15.101 -14.797 -3.706 0.017
C 14.318 -15.805 -3.149 -0.151
C 15.130 -16.914 -2.837 -0.106
C 16.465 -16.633 -3.280 -0.079
C 16.430 -15.311 -3.843 -0.074
H 14.791 -13.881 -3.998 0.082
H 13.252 -15.652 -3.059 0.075
H 14.707 -17.814 -2.414 0.088
H 17.324 -17.253 -3.072 0.090
H 17.269 -14.690 -4.121 0.098
N 11.426 -13.419 -1.726 0.093
C 11.888 -12.155 -1.421 0.046
C 11.156 -11.300 -2.273 -0.032
C 10.229 -12.009 -3.039 -0.020
C 10.375 -13.360 -2.631 0.053
H 11.853 -14.256 -1.354 0.165
H 12.721 -11.911 -0.779 0.154
H 11.296 -10.232 -2.347 0.105
H 9.477 -11.637 -3.719 0.095
H 9.949 -14.312 -2.910 0.143
C 11.467 -10.761 -10.855 -1.982
Cl 12.571 -12.093 -10.293 0.448
Cl 12.347 -9.252 -10.631 0.526
Cl 11.056 -11.044 -12.570 0.547
Cl 10.106 -10.850 -9.707 0.488
C 11.452 -7.799 -5.581 -2.091
Cl 12.045 -7.483 -3.936 0.522
Cl 10.316 -6.533 -5.983 0.563
Cl 12.723 -7.920 -6.797 0.567
Cl 10.512 -9.232 -5.496 0.545
C 17.022 -13.609 -9.396 -2.037
Cl 18.322 -14.700 -9.653 0.571
Cl 16.034 -14.292 -8.076 0.528
Cl 17.621 -12.015 -8.918 0.525
Cl 16.053 -13.442 -10.921 0.489
C 9.596 -14.617 -6.834 -2.046
Cl 11.037 -15.285 -6.096 0.539
Cl 9.608 -14.862 -8.611 0.535
Cl 8.157 -15.487 -6.304 0.549
Cl 9.676 -12.941 -6.381 0.555
C 13.779 -12.573 -6.449 -0.116
C 13.058 -11.778 -5.363 -0.296
O 13.653 -12.331 -4.177 -0.104
H 13.569 -13.643 -6.465 0.047
H 14.821 -12.292 -6.299 0.065
H 13.477 -12.252 -7.446 0.048
H 12.010 -12.047 -5.490 0.029
H 13.055 -10.689 -5.398 0.081
H 13.387 -11.688 -3.516 0.058
```

3.
Below is a structure of composition C24H15AgBrF4P, with properties calculated with the ωB97M-V functional and the def2-TZVPD basis.

Results
total charge: 0
LUMO level: -0.2 eV
energy relative to the best compared isomer or geometry (same formula, charge and spin): 0.0 kJ/mol
HOMO level: -8.0 eV
Kohn-Sham gap: 7.80 eV

Geometry as XYZ:
```
46
Properties=species:S:1:pos:R:3:lowdin_charge:R:1
Ag 1.446 1.417 0.034 0.545
F -5.606 3.590 0.042 0.148
C -4.515 2.838 0.061 -0.130
C -4.617 1.458 0.067 -0.132
F -5.807 0.871 0.056 0.142
C -3.455 0.702 0.085 -0.214
F -3.592 -0.626 0.100 0.106
C -2.187 1.267 0.096 -0.303
P -0.672 0.234 0.096 0.991
C -0.816 -0.837 -1.362 -0.363
C -1.533 -2.035 -1.364 -0.091
C -1.580 -2.813 -2.508 -0.070
C -0.922 -2.400 -3.659 -0.077
C -0.206 -1.214 -3.664 -0.075
C -0.144 -0.439 -2.516 -0.102
C -0.856 -0.853 1.531 -0.374
C -0.007 -1.958 1.596 -0.099
C -0.006 -2.769 2.717 -0.072
C -0.833 -2.476 3.792 -0.079
C -1.662 -1.367 3.740 -0.075
C -1.674 -0.556 2.615 -0.084
C -2.110 2.663 0.090 -0.576
Br -0.481 3.626 0.099 0.811
C -3.262 3.434 0.075 -0.266
F -3.202 4.763 0.072 0.084
H -2.040 -2.361 -0.467 0.103
H -2.131 -3.744 -2.503 0.107
H -0.961 -3.011 -4.552 0.106
H 0.321 -0.896 -4.553 0.108
H 0.450 0.468 -2.509 0.081
H 0.661 -2.182 0.772 0.113
H 0.651 -3.629 2.752 0.108
H -0.826 -3.105 4.672 0.105
H -2.306 -1.127 4.577 0.107
H -2.323 0.311 2.595 0.105
C 6.322 1.030 -0.337 -0.125
C 5.587 1.550 -1.390 -0.127
C 4.212 1.702 -1.272 -0.192
C 3.506 1.342 -0.111 -0.330
C 4.291 0.820 0.933 -0.193
C 5.668 0.667 0.828 -0.127
H 7.396 0.910 -0.424 0.093
H 6.092 1.837 -2.305 0.092
H 3.676 2.120 -2.119 0.065
H 3.818 0.522 1.864 0.065
H 6.236 0.260 1.657 0.092
```

4.
Below is a cluster of 2 separate species, C4H8N2O in total, with properties calculated with the ωB97M-V functional and the def2-TZVPD basis.

Results
total charge: 0
LUMO level: 1.0 eV
SMILES: [H]/N=C\OCC.C#N
energy relative to the best compared isomer or geometry (same formula, charge and spin): 339.7 kJ/mol
HOMO level: -10.2 eV
Kohn-Sham gap: 11.22 eV

Geometry as XYZ:
```
15
Properties=species:S:1:pos:R:3:lowdin_charge:R:1
H 1.033 1.891 0.583 0.028
N 1.842 1.396 0.296 0.129
C 1.611 0.198 -0.029 -0.281
O 0.394 -0.502 -0.006 -0.125
C -0.901 0.125 -0.121 -0.201
C -1.809 -0.981 -0.771 -0.055
H 2.270 -0.413 -0.547 0.073
H -1.320 0.263 0.899 0.125
H -0.797 0.942 -0.881 0.132
H -1.558 -1.951 -0.629 0.035
H -2.753 -0.834 -0.494 0.017
H -1.771 -0.887 -1.910 0.105
C 4.875 0.127 -0.360 -0.107
N 4.912 -0.418 0.622 0.076
H 4.951 0.823 -1.143 0.051
```

5.
Below is a cluster of 2 separate species, C4H6ClF2NO4 in total, with properties calculated with the ωB97M-V functional and the def2-TZVPD basis.

Results
total charge: 0
LUMO level (spin up / spin down): -1.7 / -0.9 eV
energy relative to the best compared isomer or geometry (same formula, charge and spin): 127.2 kJ/mol
HOMO level (spin up / spin down): -9.3 / -9.3 eV
Kohn-Sham gap (spin up / spin down): 7.62 / 8.46 eV

Geometry as XYZ:
```
18
Properties=species:S:1:pos:R:3:lowdin_charge:R:1
C -1.078 -0.149 -1.268 -0.213
C -0.727 -0.388 1.312 -0.218
C -0.484 0.313 0.017 -0.114
C 2.040 -0.339 -0.169 -0.793
N -0.013 1.634 0.030 -0.380
O 0.036 2.231 -1.037 0.076
O 0.338 2.110 1.105 0.053
O -1.440 -1.499 -1.179 -0.043
O 0.334 -0.337 2.217 -0.077
F 2.236 -0.040 -1.451 0.067
F 2.687 0.509 0.606 0.093
Cl 2.148 -1.986 0.229 0.814
H -1.958 0.485 -1.487 0.146
H -0.356 0.036 -2.081 0.130
H -1.638 0.054 1.766 0.149
H -0.937 -1.442 1.097 0.126
H -1.787 -1.787 -2.031 0.104
H 0.597 0.594 2.325 0.080
```